33
Properties=species:S:1:pos:R:3:lowdin_charge:R:1 method="wB97M-V/def2-TZVPD" total_charge=0 homo_energy_ev="-8.44 / -8.58" multiplicity=1 relative_energy_kcal_mol=113.40
C 3.60 -2.40 0.17 -0.07
C 4.04 -1.10 0.06 -0.06
C 2.39 -2.80 -0.29 -0.06
C 3.19 -0.07 -0.24 0.01
C 1.63 -1.82 -0.87 0.01
C 1.98 -0.44 -0.85 -0.26
C 1.15 2.30 0.49 -0.07
C -3.41 0.59 -1.28 -0.18
C -2.47 1.26 1.63 -0.16
C -3.24 -1.54 0.85 -0.20
C 1.12 1.86 -1.02 -0.26
N 1.01 0.44 -1.30 0.14
O -0.66 -0.27 0.02 -0.24
Si -2.16 -0.06 0.16 0.35
H 4.20 -3.20 0.39 0.09
H 5.06 -0.93 0.42 0.12
H 1.94 -3.77 -0.13 0.12
H 3.49 0.89 -0.04 0.08
H 0.60 -1.96 -1.25 0.13
H 0.52 1.55 0.96 0.05
H 2.20 2.45 0.82 0.07
H 0.62 3.29 0.48 0.09
H -3.16 0.39 -2.32 -0.01
H -4.38 0.05 -1.04 0.02
H -3.68 1.65 -1.23 0.00
H -3.12 2.02 1.31 -0.02
H -2.77 0.79 2.60 0.03
H -1.54 1.65 1.91 -0.04
H -3.71 -2.16 0.00 0.04
H -2.46 -2.09 1.37 0.00
H -4.08 -1.20 1.46 0.02
H 0.22 2.30 -1.52 0.11
H 1.89 2.33 -1.73 0.15